# C17H25N3O3

The molecule C17H25N3O3 (ωB97M-V with the def2-TZVPD basis set, OMol25).

Positions of all 48 atoms, in Å:
1 C 4.212 3.225 -1.371
2 C 4.636 2.916 0.058
3 O 3.886 1.837 0.611
4 C 4.293 0.596 0.251
5 O 5.250 0.380 -0.457
6 N 3.540 -0.372 0.818
7 C 2.325 -0.150 1.566
8 C 1.128 -0.714 0.793
9 N 1.367 -2.122 0.533
10 C 0.216 -2.889 0.134
11 C -0.428 -2.543 -1.232
12 C -1.233 -1.255 -1.214
13 O -0.894 -0.256 -1.809
14 N -2.367 -1.366 -0.466
15 C -3.363 -0.415 -0.212
16 C -4.462 -0.813 0.544
17 C -5.479 0.079 0.824
18 C -5.428 1.387 0.362
19 C -6.540 2.351 0.642
20 C -4.324 1.776 -0.387
21 C -3.298 0.895 -0.675
22 C 2.541 -2.285 -0.303
23 C 3.756 -1.755 0.460
24 H 4.750 4.097 -1.731
25 H 3.143 3.422 -1.413
26 H 4.443 2.378 -2.012
27 H 4.437 3.761 0.721
28 H 5.701 2.662 0.088
29 H 2.199 0.916 1.744
30 H 2.412 -0.676 2.524
31 H 0.225 -0.611 1.398
32 H 0.998 -0.137 -0.135
33 H 0.530 -3.937 0.103
34 H -0.531 -2.787 0.929
35 H 0.351 -2.446 -1.988
36 H -1.086 -3.366 -1.520
37 H -2.549 -2.271 -0.053
38 H -4.520 -1.828 0.913
39 H -6.325 -0.250 1.411
40 H -7.146 2.014 1.480
41 H -6.147 3.340 0.865
42 H -7.187 2.438 -0.232
43 H -4.263 2.790 -0.755
44 H -2.452 1.212 -1.260
45 H 2.680 -3.347 -0.520
46 H 2.456 -1.735 -1.255
47 H 4.657 -1.811 -0.151
48 H 3.892 -2.338 1.377

Output
HOMO level ... -8.4 eV
LUMO level ... 0.6 eV
SMILES ... CCOC(=O)N1CCN(CCC(=O)Nc2ccc(C)cc2)CC1
Energy above the lowest of the compared OMol25 structures with the same formula, charge and spin ... 144.9 kJ/mol
Kohn-Sham gap ... 0.3308 Eh

Atomic partial charges in e from the natural (NBO) method, atoms 1 to 8:
1. C -0.636
2. C -0.066
3. O -0.529
4. C 0.897
5. O -0.668
6. N -0.450
7. C -0.217
8. C -0.244